{"formula": "C21H50FIN2O14S7", "method": "the ωB97M-V functional and the def2-TZVPD basis", "symbols": ["C", "C", "O", "C", "N", "C", "C", "O", "C", "O", "S", "O", "O", "O", "C", "I", "C", "O", "N", "C", "O", "F", "H", "H", "H", "H", "H", "H", "H", "H", "H", "H", "H", "H", "H", "H", "C", "S", "O", "C", "H", "H", "H", "H", "H", "H", "C", "S", "O", "C", "H", "H", "H", "H", "H", "H", "C", "S", "O", "C", "H", "H", "H", "H", "H", "H", "C", "S", "O", "C", "H", "H", "H", "H", "H", "H", "C", "S", "O", "C", "H", "H", "H", "H", "H", "H", "C", "S", "O", "C", "H", "H", "H", "H", "H", "H"], "coordinates": [[5.9282, -1.0490, 2.4097], [6.0493, -1.9150, 1.1635], [7.4252, -2.1144, 0.8138], [5.3433, -3.2904, 1.2556], [4.3015, -3.3883, 2.2799], [3.0174, -2.8482, 1.8421], [1.8570, -3.5475, 2.5329], [0.7069, -2.6860, 2.6028], [-0.0789, -2.7026, 1.5119], [-1.2222, -3.6057, 1.6851], [-2.4972, -3.1102, 0.9220], [-3.5319, -2.8376, 1.8603], [-2.7372, -3.8846, -0.2422], [-1.8740, -1.7328, 0.4042], [-0.7356, -1.3297, 1.1606], [0.6209, -0.2606, -0.0696], [-1.1597, -0.4217, 2.3339], [-0.8291, -0.6241, 3.4565], [-1.9709, 0.6866, 2.0250], [-2.0903, 1.3327, 0.7946], [-1.8443, 2.4545, 0.5453], [-2.6214, 0.5110, -0.1229], [6.0925, -0.0028, 2.1428], [6.6982, -1.3298, 3.1380], [4.9566, -1.1432, 2.8914], [5.6572, -1.3637, 0.3082], [7.8493, -2.5842, 1.5419], [6.1043, -4.0466, 1.4722], [4.9300, -3.5254, 0.2630], [4.1869, -4.3708, 2.5054], [2.9504, -1.7842, 2.0999], [2.9182, -2.9257, 0.7465], [1.5833, -4.4804, 2.0274], [2.1148, -3.7794, 3.5681], [0.4544, -3.0571, 0.6228], [-1.8458, 1.3849, 2.7590], [-5.6970, 0.4927, 4.7480], [-4.1136, 0.5382, 5.5926], [-3.2428, 1.4548, 4.8044], [-3.6129, -1.1275, 5.1731], [-6.1507, 1.4759, 4.8534], [-5.5315, 0.2645, 3.6952], [-6.3328, -0.2601, 5.2136], [-3.6066, -1.2427, 4.0927], [-4.2994, -1.8388, 5.6327], [-2.6083, -1.2718, 5.5661], [-4.2015, -2.9604, -3.3090], [-4.7383, -4.6744, -3.2352], [-4.9412, -5.1309, -4.6365], [-6.3672, -4.3211, -2.5642], [-3.2046, -2.9414, -3.7445], [-4.8940, -2.3937, -3.9314], [-4.1574, -2.5583, -2.2974], [-6.9017, -3.6621, -3.2480], [-6.2576, -3.8626, -1.5815], [-6.8920, -5.2697, -2.4730], [-0.7280, 6.0720, -1.9425], [-1.2316, 4.3538, -2.0911], [-1.5368, 4.1094, -3.5278], [-2.8104, 4.5710, -1.2662], [0.2260, 6.1748, -2.4560], [-1.4773, 6.7051, -2.4167], [-0.6127, 6.3280, -0.8871], [-3.3898, 5.3143, -1.8135], [-2.6401, 4.8816, -0.2370], [-3.3178, 3.6095, -1.2817], [5.6290, 3.1086, -1.1046], [4.4096, 1.8512, -1.4905], [4.4266, 0.8659, -0.3729], [5.3121, 1.1020, -2.8481], [5.2676, 3.6529, -0.2347], [6.5805, 2.6279, -0.8779], [5.7247, 3.7872, -1.9519], [6.2841, 0.7646, -2.4885], [5.4221, 1.8288, -3.6527], [4.7272, 0.2527, -3.1950], [0.3626, -1.4072, -6.3233], [-0.6339, -2.0842, -4.9911], [0.2418, -3.0179, -4.2346], [-1.6926, -3.0864, -6.0432], [1.1254, -0.7782, -5.8695], [0.8276, -2.2266, -6.8708], [-0.2680, -0.8059, -6.9777], [-1.0726, -3.7738, -6.6185], [-2.2679, -2.4356, -6.7014], [-2.3699, -3.6527, -5.4063], [1.1739, 6.7467, 2.2161], [0.1331, 5.8819, 1.0351], [-0.7203, 6.9083, 0.3766], [-0.8974, 5.0480, 2.2419], [1.8648, 7.3658, 1.6478], [0.5482, 7.3719, 2.8523], [1.7292, 6.0192, 2.8079], [-1.3696, 5.7781, 2.8986], [-0.2877, 4.3483, 2.8142], [-1.6483, 4.5007, 1.6793]], "homo_energy_ev": -8.036, "gap_ev": 7.676}

=====

{"formula": "C21H50O10P3", "method": "the ωB97M-V functional and the def2-TZVPD basis", "symbols": ["C", "C", "O", "C", "C", "C", "C", "C", "P", "C", "C", "O", "H", "H", "H", "H", "H", "H", "H", "H", "H", "H", "H", "H", "H", "H", "H", "H", "H", "H", "H", "H", "O", "P", "O", "C", "C", "O", "C", "C", "O", "C", "C", "H", "H", "H", "H", "H", "H", "H", "H", "H", "H", "H", "H", "H", "H", "H", "O", "P", "O", "C", "C", "O", "C", "C", "O", "C", "C", "H", "H", "H", "H", "H", "H", "H", "H", "H", "H", "H", "H", "H", "H", "H"], "coordinates": [[4.8961, 0.4948, -4.5622], [4.3338, -0.2810, -3.3585], [3.1570, -1.0110, -3.6524], [2.0356, -0.1929, -3.9079], [1.0324, -1.0497, -4.6845], [1.3687, -1.1300, -6.1883], [1.9866, -2.4690, -6.6152], [3.2567, -2.2900, -7.4909], [2.8690, -2.1168, -9.2488], [2.8801, -0.3788, -9.7356], [3.0336, -0.2929, -11.2391], [2.7539, -1.2207, -11.9258], [5.9817, 0.5064, -4.5371], [4.5032, 0.0175, -5.4620], [4.5231, 1.5191, -4.5440], [4.2273, 0.3547, -2.4747], [5.0812, -1.0297, -3.0896], [2.2584, 0.6768, -4.5380], [1.5324, 0.1735, -3.0067], [0.0368, -0.6343, -4.5380], [1.0864, -2.0484, -4.2495], [2.0155, -0.2864, -6.4468], [0.4348, -0.9768, -6.7366], [1.2866, -3.0693, -7.2001], [2.2980, -3.0736, -5.7663], [3.9174, -3.1522, -7.3990], [3.8005, -1.3848, -7.2164], [3.8775, -2.7652, -9.9577], [1.6628, -2.7393, -9.5615], [2.0094, 0.1638, -9.3623], [3.7588, 0.0893, -9.2804], [3.4482, 0.6289, -11.6675], [0.3229, 0.7678, -0.5728], [-0.9059, 0.7375, 0.2385], [-1.1951, 2.2206, 0.8069], [-1.3643, 3.3038, -0.1144], [-2.5911, 3.1444, -0.9923], [-0.4291, 0.0561, 1.6361], [0.7159, -0.8008, 1.6969], [1.8919, -0.0741, 2.3146], [-2.3444, 0.0942, 0.2030], [-3.1295, -0.1915, 1.3775], [-3.7876, 1.0183, 1.9962], [-0.4640, 3.4063, -0.7254], [-1.4551, 4.2044, 0.4911], [-2.4912, 2.2829, -1.6585], [-2.7382, 4.0340, -1.6048], [-3.4834, 2.9837, -0.3893], [0.9673, -1.1831, 0.7082], [0.4387, -1.6565, 2.3148], [2.0290, 0.9067, 1.8592], [2.8104, -0.6501, 2.1956], [1.7233, 0.0846, 3.3808], [-2.5492, -0.7460, 2.1105], [-3.9049, -0.8752, 1.0313], [-3.0704, 1.6211, 2.5448], [-4.5544, 0.6992, 2.7036], [-4.2548, 1.6505, 1.2418], [-0.8571, -1.5169, 6.3474], [-1.9603, -0.6010, 6.6748], [-1.3750, 0.8990, 6.7841], [-0.7024, 1.4505, 5.6475], [-1.6190, 1.6190, 4.4527], [-2.2526, -0.8936, 8.2471], [-1.8999, -2.1464, 8.8421], [-0.6522, -2.0024, 9.6880], [-3.4671, -0.3362, 6.2691], [-4.4467, 0.2889, 7.1172], [-4.3134, 1.7917, 7.2166], [0.1529, 0.8210, 5.3893], [-0.3143, 2.4188, 5.9617], [-1.9621, 0.6492, 4.0863], [-1.1004, 2.1278, 3.6393], [-2.5041, 2.1966, 4.7203], [-1.7688, -2.9142, 8.0810], [-2.7434, -2.4487, 9.4657], [0.1298, -1.4740, 9.1438], [-0.2731, -2.9794, 9.9898], [-0.8664, -1.4242, 10.5879], [-4.4679, -0.1734, 8.1002], [-5.4034, 0.0512, 6.6503], [-3.4862, 2.0801, 7.8631], [-5.2264, 2.2052, 7.6465], [-4.1508, 2.2407, 6.2376]], "homo_energy_ev": -11.376, "charge": 1, "gap_ev": 8.355}

=====

{"formula": "C21H51AsF6N6O15", "method": "the ωB97M-V functional and the def2-TZVPD basis", "symbols": ["C", "C", "O", "N", "H", "H", "C", "H", "H", "H", "H", "H", "H", "C", "C", "O", "N", "H", "H", "C", "H", "H", "H", "H", "H", "H", "C", "C", "O", "N", "H", "H", "C", "H", "H", "H", "H", "H", "H", "C", "C", "O", "N", "H", "H", "C", "H", "H", "H", "H", "H", "H", "C", "C", "O", "N", "H", "H", "C", "H", "H", "H", "H", "H", "H", "C", "C", "O", "N", "H", "H", "C", "H", "H", "H", "H", "H", "H", "As", "F", "F", "F", "F", "F", "F", "O", "C", "O", "O", "H", "O", "C", "O", "O", "H", "O", "C", "O", "O", "H"], "coordinates": [[3.0054, -5.2280, -0.1713], [2.2337, -5.2984, 1.0091], [1.4907, -4.3287, 1.3076], [2.2110, -6.3773, 1.8499], [0.2389, -4.4929, 0.8704], [3.0090, -6.9385, 1.6965], [1.2796, -6.3401, 2.9128], [3.2026, -4.1675, -0.4672], [2.5883, -5.8531, -1.0018], [3.8764, -5.8485, 0.1709], [1.4308, -7.2639, 3.5168], [0.2198, -6.2572, 2.6292], [1.5051, -5.5054, 3.5401], [-0.3521, 3.4155, -4.3365], [1.0762, 3.8911, -4.4648], [1.4569, 4.7695, -3.7502], [1.9082, 3.3292, -5.4410], [3.3593, 2.0643, -0.5709], [1.5073, 2.4600, -5.6750], [3.3849, 3.3714, -5.3282], [-0.4291, 3.2906, -3.2646], [-0.5093, 2.4975, -4.9046], [-1.1408, 4.1442, -4.7398], [3.6121, 2.8320, -4.3648], [3.6202, 4.4534, -5.2557], [3.8841, 2.9114, -6.1910], [-0.1146, -3.3600, 4.7487], [-0.5413, -2.0010, 4.2362], [-0.6994, -1.8478, 3.0342], [-0.6284, -1.0211, 5.1812], [-3.1211, -2.8388, -0.2378], [-0.8247, -1.4141, 6.1375], [-1.1381, 0.3285, 4.8260], [-0.9049, -3.6880, 5.4430], [0.8125, -3.2253, 5.2713], [0.0059, -4.0248, 3.9224], [-1.4707, 0.8700, 5.7414], [-2.0416, 0.1883, 4.1879], [-0.2983, 0.9096, 4.4209], [-5.4725, -1.2740, -5.7722], [-6.2121, -0.0586, -5.2932], [-7.3624, 0.0176, -5.3251], [-5.3629, 1.2432, -4.7715], [-6.0956, 1.7833, -4.3286], [-4.7732, 0.8357, -4.0196], [-4.5000, 2.0187, -5.7674], [-4.5684, -1.0089, -6.3351], [-6.0825, -2.0473, -6.2457], [-5.0136, -1.6705, -4.8531], [-5.0796, 2.2270, -6.6440], [-3.6344, 1.4321, -5.9483], [-4.3300, 2.9998, -5.2599], [3.0146, 3.6080, 5.7636], [3.1237, 2.0803, 5.5429], [2.1322, 1.3228, 5.4817], [4.3746, 1.5724, 5.2766], [2.3709, 1.3843, 3.0744], [5.2000, 2.1393, 5.4060], [4.6091, 0.1254, 4.9618], [2.7134, 3.8294, 6.7913], [2.1545, 3.8776, 5.1107], [3.9681, 4.1884, 5.6763], [3.8224, -0.2947, 4.4307], [4.5758, -0.4735, 5.9342], [5.6112, 0.0229, 4.5146], [-0.4532, 2.7075, -0.2007], [-1.8005, 3.2284, -0.6189], [-2.1823, 2.7564, -1.7016], [-2.7862, 3.8194, 0.1270], [-3.6911, 3.7834, -0.3665], [-2.6514, 1.2177, -1.9827], [-2.9921, 4.3792, 1.4574], [-0.5781, 2.2574, 0.7919], [0.2345, 3.4878, 0.0505], [-0.0774, 1.8994, -0.7886], [-4.0696, 4.3651, 1.6418], [-2.7713, 5.4642, 1.5131], [-2.3926, 3.9664, 2.2699], [2.0845, -1.1702, -1.3702], [2.8437, -1.9544, -2.5852], [2.7877, -2.1618, -0.1251], [1.3836, -0.1899, -0.0351], [1.3146, -0.1327, -2.5035], [0.7078, -2.2038, -1.3929], [3.4348, -0.0224, -1.2827], [3.9297, 0.6789, 1.3394], [3.0488, 1.5778, 1.2644], [2.2618, 1.9554, 2.2450], [2.7803, 2.2824, 0.1884], [3.9551, 0.1551, 0.5097], [-2.0442, -3.1350, 1.5974], [-1.6584, -3.9251, 0.6242], [-2.6449, -3.7742, -0.3397], [-0.6880, -4.7414, 0.3735], [-1.2276, -2.8989, 2.3025], [-1.5006, -0.5405, -3.0009], [-2.7318, -0.2610, -3.3295], [-3.2601, 0.6470, -2.5670], [-3.3408, -0.7142, -4.2721], [-1.1123, -1.0901, -3.7230]], "homo_energy_ev": -12.683, "charge": 2, "gap_ev": 8.618}